Record 1
{
  "formula": "C34H53N3O3PtS2Sb",
  "method": "ωB97M-V/def2-TZVPD",
  "species": ["H", "C", "C", "H", "H", "H", "H", "H", "H", "H", "H", "H", "C", "H", "H", "H", "C", "C", "H", "Sb", "H", "C", "C", "H", "C", "C", "H", "C", "H", "H", "H", "H", "C", "C", "H", "H", "N", "O", "N", "H", "H", "H", "C", "C", "H", "S", "C", "C", "C", "H", "C", "H", "H", "C", "H", "O", "H", "H", "C", "H", "H", "H", "H", "H", "C", "H", "C", "H", "O", "C", "H", "H", "H", "C", "C", "S", "C", "H", "H", "Pt", "C", "C", "C", "H", "C", "H", "C", "H", "H", "H", "C", "N", "C", "H", "C", "H", "H"],
  "coordinates": [[1.5938, 6.6399, 0.7771], [-2.4749, 0.8529, 4.9476], [0.1170, 2.5943, -1.6312], [4.9244, 3.4471, 3.9357], [2.9083, 4.2266, -0.7955], [0.7997, -1.8181, -1.9512], [0.9970, 0.6019, -1.6756], [-1.2414, -5.5294, 2.7989], [-4.4484, -0.0613, 0.4701], [0.9222, 5.9081, -0.6740], [-0.0528, 6.0102, 0.7875], [-2.1117, 2.3518, 1.3325], [2.8272, -3.5396, -1.1902], [-2.5337, 3.4812, -0.8095], [-3.6392, -3.7529, -0.3081], [-4.0951, -0.5022, 4.4442], [-2.3463, -4.7896, 1.0900], [1.0798, -2.5388, -2.7179], [-2.5370, 4.2589, 2.8750], [0.3661, 2.6370, 0.5362], [1.1899, 4.3560, -2.3206], [-1.2892, -6.4805, -0.3886], [-2.4282, 4.0640, 0.1069], [6.4309, 1.4652, 0.4330], [0.9540, 5.8268, 0.4121], [0.5822, -4.7120, -1.4426], [2.0451, 1.4513, 3.9508], [3.6969, 1.8910, 3.1531], [4.3912, 0.0370, 0.4140], [3.2819, -4.4724, -0.8500], [-0.9692, 3.5116, 3.2250], [3.3724, 3.3394, 0.6562], [2.3376, 0.0717, 2.0526], [5.8100, 2.5432, 2.1921], [2.1409, 1.8925, -2.0350], [-1.6546, -1.7828, -1.6404], [-0.3770, -2.9184, -0.1573], [2.7795, 2.0979, 4.1125], [0.3139, -0.5313, 2.6713], [-3.4378, 4.2755, 0.4814], [-0.8873, 2.1801, -1.7328], [-2.6068, -2.6842, 0.6518], [-3.0129, -0.5155, 4.5759], [2.9211, 4.2672, 0.2967], [2.5367, -2.9615, -0.3142], [-2.2743, -0.9763, 2.9853], [-3.2056, -3.5919, 0.6828], [-0.3436, -4.2399, -0.4590], [-1.7392, -4.6097, 2.4848], [1.2575, -6.3748, -2.5770], [0.5408, -6.0413, -1.8320], [-2.0279, -7.1624, 0.0232], [-1.9721, 5.0220, -0.1527], [-1.3033, -5.1650, 0.0524], [0.9543, 1.4110, -3.2516], [-2.2137, 0.6586, -0.4293], [-4.4248, -1.6070, -0.4357], [-0.3868, -7.9788, -1.6461], [-1.6173, 3.3109, 1.1530], [0.0078, 3.7330, -3.4643], [-3.0210, -5.6515, 1.1492], [0.1976, -2.7456, -3.3290], [2.0131, -4.4274, -2.9344], [-4.0212, -3.4459, 1.3985], [4.8361, 2.6983, 3.1592], [-0.5308, 4.6383, -2.0469], [3.5488, 0.9178, 2.1508], [-1.6833, -0.3926, -2.7268], [2.1785, -0.6610, 1.0228], [1.6294, -3.8281, -2.1006], [-2.5168, -4.3709, 3.2168], [6.6856, 3.1812, 2.2121], [-4.9719, -0.1315, -1.2306], [5.6699, 1.5833, 1.1930], [-0.7195, -0.2789, 3.3764], [-0.6724, 0.8094, 4.7608], [1.5142, 4.4798, 0.8563], [-3.0843, -1.5149, -2.6820], [-2.8813, 1.6212, 4.2884], [0.3865, -1.7381, 0.9881], [4.5413, 0.7851, 1.1812], [1.1059, 1.5657, -2.1770], [0.1978, 3.9065, -2.3981], [-2.6964, 1.1130, 5.9830], [-2.3088, -1.0226, -2.0951], [3.5851, 5.0906, 0.5833], [-1.5336, 4.0698, 2.4733], [1.8409, -2.0836, -3.3582], [-2.7526, -1.2564, 5.3324], [1.5899, 4.4838, 1.9496], [-2.8659, -0.2128, -0.9628], [1.4525, 0.1749, 3.0171], [-0.3767, -6.9468, -1.3197], [-1.0054, -3.8044, 2.4917], [-4.2671, -0.5300, -0.4948], [-1.0488, 5.0427, 2.3578], [3.5847, -2.9671, -1.7338]],
  "lowdin_charge": [0.0707, -0.5294, -0.5741, 0.1119, 0.0590, 0.0242, 0.0432, 0.0754, 0.0740, 0.0519, 0.0418, 0.0462, -0.0711, 0.0567, 0.0809, 0.0758, -0.3809, -0.0881, 0.0693, 1.5823, 0.0542, -0.0796, -0.1496, 0.0933, -0.1497, -0.1589, 0.0356, -0.2835, 0.1162, 0.0753, 0.0439, 0.0386, -0.5208, -0.1017, 0.0669, 0.0518, -0.2260, 0.0343, -0.2770, 0.0706, 0.0459, 0.0047, -0.5199, -0.1607, 0.0317, 0.9165, -0.1115, -0.3003, -0.0874, 0.0998, -0.0775, 0.0990, 0.0562, -0.1627, 0.0719, 0.0138, 0.0544, 0.0804, -0.5827, 0.0711, 0.1157, 0.0780, 0.1139, 0.0742, -0.0286, 0.0517, -0.0951, 0.0825, -0.2269, -0.3847, 0.0639, 0.0966, 0.0861, -0.1037, -0.9035, 0.9332, -0.5685, 0.0806, 0.0671, 1.0439, -0.0286, -0.1711, -0.1517, 0.0736, -0.0177, 0.0744, -0.1685, 0.0732, 0.0755, 0.0702, -0.4893, -0.0107, -0.1287, 0.0234, -0.0210, 0.0521, 0.0723],
  "gap_ev": 5.6,
  "homo_ev": -3.5,
  "total_energy_ha": -2873.30429,
  "de_lowest_kcal_mol": 0.0,
  "total_charge": -1
}

***

Record 2
{
  "formula": "C6H12O",
  "method": "ωB97M-V/def2-TZVPD",
  "species": ["H", "O", "H", "H", "H", "C", "C", "H", "H", "C", "H", "C", "H", "H", "H", "C", "C", "H", "H"],
  "coordinates": [[0.7269, -1.2728, 0.0454], [1.4121, -0.4021, 1.8045], [0.6278, -0.7056, 2.2807], [-0.8053, 1.9186, -1.5123], [-3.0000, -0.9088, -0.7755], [2.3522, 0.1140, -0.2951], [-1.4910, 0.4101, 0.0976], [3.1422, -0.6230, -0.1419], [-2.5588, -1.3228, 0.8728], [-2.1563, -0.9432, -0.0690], [-1.4495, -1.6774, -0.4723], [1.0881, -0.3025, 0.4206], [2.1460, 0.2257, -1.3645], [2.6862, 1.0835, 0.0940], [-0.5416, 0.1367, -1.7997], [0.0184, 0.7080, 0.1901], [-0.7190, 0.9319, -1.0744], [-1.6979, 0.9820, 0.9764], [0.2195, 1.6476, 0.7227]],
  "nbo_charge": [0.1557, -0.7200, 0.4668, 0.2191, 0.2167, -0.6132, -0.2642, 0.2157, 0.2110, -0.6152, 0.2012, 0.0859, 0.2090, 0.2111, 0.2097, -0.2232, -0.4128, 0.2360, 0.2109],
  "gap_ev": 10.3,
  "smiles": "C[C@@H]1C[C@@H]1[C@@H](C)O",
  "homo_ev": -9.4,
  "total_energy_ha": -310.99410,
  "de_lowest_kcal_mol": 40.9,
  "total_charge": 0
}

***

Record 3
{
  "formula": "C2H18O7",
  "method": "ωB97M-V/def2-TZVPD",
  "species": ["H", "H", "O", "H", "H", "H", "H", "H", "H", "H", "H", "H", "O", "H", "O", "C", "H", "H", "H", "H", "O", "H", "O", "O", "C", "H", "O"],
  "coordinates": [[-0.5488, -3.9916, -2.0456], [-1.4435, -1.7687, -2.7961], [2.7732, -0.4539, -2.2668], [-1.8207, -0.2782, 1.1129], [0.6341, -0.4699, 0.1262], [-2.1264, -1.7968, -0.3996], [-2.1738, -3.2934, -0.6229], [2.1723, 0.2132, -2.5986], [0.0333, 4.4143, 4.0804], [0.2857, -1.6781, -0.7169], [-2.4235, -0.8441, -3.4864], [1.8485, 2.8901, 0.9951], [-0.0444, -4.6632, -2.5047], [1.7064, 4.0202, 2.9308], [-0.2784, 3.9536, 3.2980], [0.8437, 3.3773, 2.7559], [0.1527, 2.2717, 0.9515], [0.3479, 3.9516, 0.7931], [0.4285, -5.1239, -1.8116], [2.3686, -0.7588, -1.4546], [-1.6155, -1.3361, -3.6324], [1.1520, 2.5093, 3.3387], [-1.0785, -0.5511, 1.6522], [-1.8814, -2.4766, -1.0274], [0.8098, 3.0835, 1.2633], [-1.1517, -0.0222, 2.4466], [1.0300, -1.1784, -0.3812]],
  "nbo_charge": [0.4608, 0.4759, -0.9656, 0.4598, 0.4858, 0.4804, 0.4935, 0.4570, 0.4718, 0.4824, 0.4579, 0.2243, -0.9272, 0.1485, -0.7141, -0.0544, 0.1947, 0.2169, 0.4657, 0.4886, -0.9403, 0.1414, -0.9444, -0.9642, -0.6296, 0.4874, -0.9530],
  "gap_ev": 9.8,
  "smiles": "CCO.O.O.O.O.O.O",
  "homo_ev": -10.3,
  "total_energy_ha": -613.63241,
  "de_lowest_kcal_mol": 29.1,
  "total_charge": 0
}

***

Record 4
{
  "formula": "C5H18N4",
  "method": "ωB97M-V/def2-TZVPD",
  "species": ["H", "H", "N", "C", "H", "H", "H", "C", "H", "C", "H", "H", "H", "C", "H", "N", "H", "C", "H", "H", "H", "N", "H", "H", "H", "H", "N"],
  "coordinates": [[-2.1852, 0.9210, 1.1037], [0.2128, -0.0696, 2.5443], [1.5749, -1.8804, -0.2255], [0.1896, 1.6028, -0.3599], [0.2038, 1.7171, -2.3970], [0.1918, -2.3035, -1.8131], [0.3078, -3.9902, 0.5541], [-0.6001, 2.9102, -0.2187], [-0.5215, 3.2958, 0.7952], [0.7633, -2.8025, -1.0137], [1.4369, -3.5296, -1.4730], [2.3192, -1.4834, -0.7851], [-0.2149, 1.6491, 2.4476], [0.3315, 0.8355, 1.9490], [-1.8610, 0.0785, -0.4346], [-0.1853, -3.5220, -0.2000], [-0.1996, 3.6550, -0.9029], [-1.5422, 0.1878, 0.5986], [0.4626, 0.2005, -1.8151], [-0.8345, -2.8681, 0.2241], [1.2637, 1.8270, -0.1970], [-0.1413, 0.5652, 0.6077], [-1.6449, 2.7398, -0.4643], [-1.6492, -0.7677, 1.1133], [0.9998, -1.1132, 0.1259], [1.3899, 1.0908, 1.9176], [-0.0678, 1.0540, -1.6812]],
  "nbo_charge": [0.1698, 0.2057, -0.8830, 0.1297, 0.3619, 0.1460, 0.3561, -0.6450, 0.2107, -0.0508, 0.1729, 0.3470, 0.1671, -0.4118, 0.2308, -0.8284, 0.2119, -0.4299, 0.3658, 0.3456, 0.1574, -0.4703, 0.2161, 0.1915, 0.3800, 0.2029, -0.8494],
  "gap_ev": 9.5,
  "smiles": "C[C@H](N)N(C)C.NCN",
  "homo_ev": -8.6,
  "total_energy_ha": -420.30607,
  "de_lowest_kcal_mol": 7.7,
  "total_charge": 0
}

***

Record 5
{
  "formula": "C37H53N4O2P2Pd",
  "method": "ωB97M-V/def2-TZVPD",
  "species": ["C", "C", "C", "H", "N", "C", "O", "H", "C", "C", "C", "Pd", "H", "C", "H", "C", "C", "H", "H", "H", "H", "H", "H", "H", "H", "P", "H", "H", "N", "C", "C", "C", "H", "C", "H", "H", "C", "H", "H", "H", "C", "P", "H", "C", "H", "C", "H", "H", "C", "C", "H", "H", "C", "N", "C", "H", "H", "C", "H", "H", "C", "H", "H", "C", "O", "H", "H", "H", "H", "C", "H", "C", "C", "C", "H", "C", "C", "H", "C", "H", "H", "H", "C", "H", "H", "H", "C", "H", "H", "H", "H", "H", "C", "H", "C", "H", "N", "C", "H"],
  "coordinates": [[-2.8189, -2.6419, -0.9439], [3.1183, -1.2294, -3.7669], [-1.8436, 1.7642, 4.9370], [3.3194, -3.1605, -2.7675], [-1.0784, 0.8481, 2.3912], [-0.7335, 4.1058, -2.4872], [-2.1968, 3.5225, 6.5207], [3.5502, 1.4072, -1.8094], [1.0849, 0.2957, 1.2880], [-1.0713, -2.8132, -2.7157], [1.4387, -2.9254, -0.7993], [-0.2127, -0.0705, -0.0091], [0.5033, -5.3426, 2.3867], [2.4611, 0.0128, -3.7245], [-3.6229, 1.1657, -7.3498], [-0.5670, 3.6936, -1.0195], [-1.0102, 1.2184, -5.1279], [-2.0705, -0.9224, 2.8484], [0.0683, 1.3554, -5.0918], [-1.8175, -3.2555, -3.3925], [2.4781, 2.8185, 1.5134], [-0.0826, -5.5492, 0.7308], [3.6899, 3.9146, 0.8032], [-0.9513, 3.6338, 4.2805], [0.2058, 4.4497, -2.9368], [0.7079, 2.2620, -0.8417], [0.7739, 5.3785, -0.5584], [-0.4743, -5.1945, -1.3863], [-2.6285, 1.3838, 7.1937], [0.7897, 1.5233, -2.5222], [0.5976, -2.7194, 2.6119], [-0.1967, -3.4957, 1.5483], [-1.5687, -4.1610, 3.0665], [1.5937, 0.2890, -2.6433], [-1.8993, -5.1443, -0.2993], [3.8367, -1.4316, -4.5680], [-1.6994, 1.3049, -6.3532], [-1.8711, 2.9260, 0.5643], [2.2963, 3.6755, -2.7550], [3.3088, 0.9968, -0.0894], [-1.1143, 0.8168, -2.6309], [-0.1941, -2.4922, -0.0345], [-0.0817, -3.1733, -3.0206], [-3.8036, 0.7779, -5.2280], [-2.6393, 4.0763, -0.5649], [3.5030, 1.8120, -0.7942], [-1.1557, 1.5360, -7.2755], [1.6280, -2.5223, 2.2912], [-3.0967, 0.6829, -4.0163], [2.7256, 3.9706, -1.7875], [-2.3467, 2.4024, -1.0613], [1.5058, -4.7954, 1.0303], [-0.7952, 2.0979, 2.7821], [1.3894, -0.6505, -1.7085], [2.8462, -2.1782, -2.7894], [-1.1111, -1.7274, -2.8507], [-3.1447, -2.8909, 0.0736], [2.4710, 2.9431, -0.6684], [4.4937, 2.2308, -0.5659], [-2.4183, 0.4020, 7.0763], [-1.4364, -3.2214, -1.2801], [-2.1622, -2.7402, 2.1806], [-3.6144, 0.4219, -3.0888], [-1.7825, 0.0667, 3.2177], [1.8631, 0.4027, 2.1480], [3.8144, 4.0398, -1.9444], [-2.7339, -0.2344, 5.1144], [-2.7952, 1.7140, 8.1274], [-4.8837, 0.6061, -5.2360], [2.6503, 3.5632, 0.7257], [-1.1555, 3.2933, -3.0918], [-0.1581, 4.9262, -0.2041], [-1.6317, -3.6957, 2.0684], [-1.9334, 3.2343, -0.4861], [-0.2470, 2.7486, 2.0884], [1.9021, -1.8765, -1.8031], [-1.7181, 0.9284, -3.9540], [-2.8195, -1.5483, -1.0562], [-1.4651, -4.7533, -1.2245], [1.3920, -3.9155, -1.2803], [-2.2337, -4.3640, 1.4384], [1.9922, 4.4188, 0.9024], [-2.2156, 2.3101, 6.2768], [-0.9480, 5.6851, -0.3223], [-2.1081, -5.0969, -2.0468], [0.9299, 2.2385, -3.3336], [0.4733, -4.8743, 1.3904], [2.1834, -3.0056, 0.0095], [2.3614, 4.9767, -1.5345], [-0.0828, 4.7048, 0.8678], [-3.5502, -3.0635, -1.6487], [0.1087, -1.7728, 2.8730], [-2.1719, 0.4694, 4.5059], [2.6068, 0.7596, -4.4991], [-3.0865, 1.0919, -6.4004], [-1.4326, 4.9566, -2.5150], [-1.5014, 0.2761, -1.5845], [-1.1774, 2.5984, 4.0316], [0.6443, -3.3385, 3.5218]],
  "lowdin_spin": [0.0089, -0.0076, -0.0031, 0.0030, 0.1308, 0.0263, -0.0006, 0.0000, 0.1328, 0.0018, 0.0259, 1.1541, 0.0055, 0.0657, 0.0002, 0.0712, 0.0012, 0.0011, 0.0001, 0.0016, 0.0011, 0.0001, 0.0017, 0.0009, 0.0004, 0.4376, -0.0001, 0.0007, 0.0000, 0.3115, 0.0049, 0.0479, 0.0004, 0.0098, 0.0003, -0.0012, 0.0049, 0.0004, 0.0039, 0.0008, 0.0529, 0.2994, 0.0001, 0.0015, -0.0001, -0.0001, 0.0002, 0.0002, 0.0094, 0.0408, -0.0004, 0.0006, 0.0105, 0.1856, 0.0573, 0.0006, 0.0007, 0.0849, 0.0004, 0.0000, 0.0611, 0.0013, 0.0024, 0.0068, 0.0189, 0.0094, 0.0007, 0.0000, 0.0004, 0.0056, 0.0008, 0.0080, 0.0022, 0.0042, 0.0033, 0.0193, 0.0301, 0.0044, 0.0282, 0.0060, 0.0000, 0.0001, -0.0002, 0.0031, 0.0073, 0.0176, 0.0219, -0.0006, 0.0004, 0.0009, 0.0001, 0.0008, 0.0054, 0.0032, 0.0075, 0.0072, 0.5173, 0.0055, -0.0002],
  "gap_ev": [7.8, 3.4],
  "homo_ev": [-16.1, -16.1],
  "total_energy_ha": -2620.70981,
  "de_lowest_kcal_mol": 38.2,
  "spin_multiplicity": 5,
  "s2": 6.045,
  "total_charge": 3
}

***

Record 6
{
  "formula": "C4H8S",
  "method": "ωB97M-V/def2-TZVPD",
  "species": ["H", "H", "S", "H", "H", "H", "H", "C", "H", "H", "C", "C", "C"],
  "coordinates": [[2.5909, -1.2321, 0.1683], [-1.8394, 0.2103, 1.6913], [-0.8549, -0.4616, -0.5247], [-2.8863, 0.3835, 0.0692], [1.2109, -2.3675, 0.4741], [1.5825, 1.6107, -1.2560], [2.4811, 0.7708, -0.2691], [0.7187, -0.0278, 0.2037], [1.4002, 2.2142, 0.7297], [-1.1913, 1.4385, 0.4620], [1.4311, -1.1171, 0.4818], [1.3786, 1.3283, -0.1942], [-1.8066, 0.5428, 0.5630]],
  "nbo_charge": [0.1887, 0.2190, 0.2677, 0.2336, 0.2339, 0.2595, 0.2330, -0.2300, 0.2447, 0.2259, -0.3855, -0.7118, -0.7788],
  "gap_ev": 9.1,
  "smiles": "C=C(C)SC",
  "homo_ev": -8.5,
  "total_energy_ha": -555.22119,
  "de_lowest_kcal_mol": 93.3,
  "total_charge": 0
}